No. 1
Entry from OMol25: a 4-piece molecular cluster, C12H20FO8S overall in a non-equilibrium geometry (the ωB97M-V functional and the def2-TZVPD basis).

Each line ends with the Löwdin charge.
Positions of all 42 atoms, in Å:
F 3.162000 35.401000 7.225000  -0.721
C 3.432000 35.339000 12.127000  -0.042
C 3.772000 34.235000 11.235000  -0.278
C 4.691000 34.683000 9.970000  -0.037
O 6.006000 34.396000 10.441000  0.123
C 6.011000 33.589000 11.321000  -0.671
O 7.036000 32.906000 11.671000  0.044
O 4.781000 33.372000 11.751000  0.087
H 2.931000 35.043000 12.933000  0.028
H 2.763000 36.134000 11.895000  0.085
H 4.474000 35.829000 12.421000  0.149
H 2.840000 33.848000 10.885000  0.147
H 4.479000 35.771000 9.700000  0.153
H 4.357000 34.052000 9.162000  0.102
C 2.233000 37.018000 4.222000  -0.046
C 2.482000 38.207000 5.162000  -0.286
C 3.845000 38.147000 5.911000  -0.133
O 4.386000 39.450000 5.849000  0.025
C 3.611000 40.196000 4.908000  -0.460
O 3.867000 41.291000 4.400000  0.086
O 2.651000 39.408000 4.351000  0.043
H 3.100000 36.828000 3.519000  0.096
H 1.324000 37.038000 3.616000  0.069
H 2.268000 36.175000 4.957000  0.077
H 1.622000 38.312000 5.877000  0.161
H 4.522000 37.448000 5.505000  0.112
H 3.590000 37.944000 6.941000  0.110
C 7.410000 33.870000 5.687000  -0.216
C 6.379000 33.546000 6.768000  -0.172
C 6.139000 32.050000 6.755000  -0.212
S 6.625000 31.395000 5.192000  0.645
O 5.426000 31.130000 4.434000  -0.326
O 7.760000 30.539000 5.230000  -0.302
C 7.079000 32.930000 4.529000  -0.262
H 8.367000 33.720000 6.233000  0.129
H 7.400000 34.698000 5.143000  0.058
H 5.611000 34.091000 6.687000  0.008
H 6.556000 33.999000 7.920000  0.181
H 5.183000 31.632000 6.879000  0.090
H 6.530000 31.476000 7.542000  0.091
H 6.362000 33.575000 4.122000  0.083
H 8.031000 33.112000 3.751000  0.181

Atoms 1-3, force components in eV/Å:
0.200 0.150 0.047
4.704 2.820 -0.099
2.543 1.777 -3.466

Calculated values
- Calculated total energy: -42697.605 eV
- LUMO: 2.732 eV
- ΔE to the lowest compared entry with this formula, charge and spin: 135.5 kJ/mol
- Kohn-Sham gap: 0.3032 Eh
- Charge: -1

---

No. 2
Entry from OMol25: C33H33N4O3P2S2Ti as an isolated structure in a non-equilibrium geometry (the ωB97M-V functional and the def2-TZVPD basis).

Each line ends with the Löwdin spin population.
Positions of all 78 atoms, in Å:
Ti 0.073518 0.232287 -0.106730  0.009
S -0.987715 -0.343731 2.402117  0.000
P -2.476115 -0.843111 1.119961  0.000
C -2.065957 -1.186922 -0.440711  0.000
P -1.254084 -2.612544 -0.776021  0.000
S 0.547754 -2.903819 0.030383  0.002
C -2.258630 -4.143478 -0.470874  0.000
C -1.981049 -5.033330 0.557065  0.000
C -2.814103 -6.119963 0.797618  0.000
C -3.930733 -6.337709 0.004332  0.000
C -4.219900 -5.450801 -1.027512  0.000
C -3.394365 -4.361034 -1.253077  0.000
C -1.120978 -2.759087 -2.595489  0.000
C -1.622767 -1.765929 -3.425139  0.000
C -1.524188 -1.893544 -4.804012  0.000
C -0.928999 -3.017188 -5.362127  0.000
C -0.423063 -4.012230 -4.534432  0.000
C -0.516952 -3.878527 -3.156326  0.000
C -3.679010 0.536939 1.133934  0.000
C -4.318648 0.907506 2.314250  0.000
C -5.238786 1.945152 2.323149  0.000
C -5.518402 2.629614 1.144933  0.000
C -4.875693 2.268452 -0.030663  0.000
C -3.960979 1.221224 -0.039506  0.000
C -3.476825 -2.158244 1.951964  0.000
C -4.668340 -2.570003 1.355685  0.000
C -5.402048 -3.617763 1.886862  0.000
C -4.954247 -4.270775 3.031145  0.000
C -3.769158 -3.870032 3.627972  0.000
C -3.032278 -2.821549 3.087769  0.000
H -1.099653 -4.858430 1.164121  0.000
H -2.590020 -6.798278 1.613616  0.000
H -4.577350 -7.187585 0.192385  0.000
H -5.093774 -5.606262 -1.650516  0.000
H -3.626917 -3.660373 -2.047717  0.000
H -2.058276 -0.887649 -2.964683  0.000
H -1.892669 -1.100520 -5.444266  0.000
H -0.843499 -3.110684 -6.439190  0.000
H 0.055234 -4.885796 -4.963609  0.000
H -0.101504 -4.637522 -2.502420  0.000
H -4.085059 0.381061 3.233579  0.000
H -5.734588 2.223403 3.246546  0.000
H -6.231615 3.446729 1.147108  0.000
H -5.079250 2.810224 -0.947222  0.000
H -3.434397 0.926913 -0.938388  0.000
H -5.003806 -2.072193 0.451948  0.000
H -6.316501 -3.938228 1.401124  0.000
H -5.520927 -5.098525 3.442340  0.000
H -3.407317 -4.385232 4.511087  0.000
H -2.095820 -2.508551 3.534720  0.000
N 2.281794 -0.283376 0.763849  0.000
C 3.010617 0.852943 1.308872  0.000
C 2.065291 1.711342 2.137235  0.000
N 0.862353 1.963579 1.377727  0.001
H 2.164980 -1.064579 1.400174  0.000
H 2.668587 -0.626019 -0.103399  0.000
H 3.365669 1.438213 0.461102  0.000
H 3.873458 0.555059 1.918992  0.000
H 2.589915 2.622455 2.457799  0.000
H 1.773562 1.166437 3.040734  0.000
H 0.940088 2.604203 0.594853  0.000
H 0.023072 2.114591 1.919397  0.000
O 0.570963 -0.403639 -1.953629  0.181
N 1.243920 0.230228 -2.912021  0.456
N 1.784694 1.359694 -2.396979  0.042
O 1.578482 1.659128 -1.115363  0.004
C 2.596265 2.130936 -3.151331  0.072
C 3.189243 3.300624 -2.607790  0.043
C 4.019601 4.083230 -3.384221  0.013
C 4.307622 3.766189 -4.712908  0.082
C 3.719653 2.613380 -5.247002  0.009
C 2.885896 1.804127 -4.508997  0.056
H 2.964185 3.558479 -1.583481  0.005
H 4.456827 4.974063 -2.941697  -0.001
H 4.960605 4.390732 -5.309706  0.007
H 3.923823 2.341483 -6.278836  -0.002
H 2.439597 0.918628 -4.936225  0.010
O -1.013897 1.407129 -0.321075  0.008

Atoms 1-3, force components in eV/Å:
-0.118 1.170 -1.213
0.238 -0.032 0.091
-0.346 -0.056 0.428

Calculated values
- Calculated total energy: -110224.600 eV
- 2S+1: 2
- LUMO (spin up / spin down): 4.443 / 4.441 eV
- ΔE to the lowest compared entry with this formula, charge and spin: 40.6 kJ/mol
- Kohn-Sham gap (spin up / spin down): 0.1463 / 0.2170 Eh
- <S²>: 0.78
- Charge: -2

---

No. 3
Entry from OMol25: C31H34N4PRhS as an isolated structure (the ωB97M-V functional and the def2-TZVPD basis).

Each line ends with the Löwdin spin population.
Positions of all 72 atoms, in Å:
Rh -0.879119 0.526451 -0.320848  2.393
N -0.622788 2.697192 0.753426  0.124
C 0.731310 3.038878 1.150701  0.007
C 1.043903 4.332458 1.545680  0.004
C 2.324742 4.630258 1.982673  0.001
C 3.295568 3.637580 2.046734  0.002
C 2.988331 2.351981 1.641013  0.005
C 1.708879 2.047233 1.170384  0.019
P 1.361510 0.423272 0.473040  0.155
C 2.263383 0.322803 -1.081529  0.030
C 2.329767 -0.916162 -1.729794  0.022
C 2.919509 -1.016227 -2.978402  -0.002
C 3.429580 0.119519 -3.597682  0.025
C 3.356985 1.351896 -2.963901  -0.002
C 2.776053 1.458499 -1.708568  0.021
C 1.968073 -0.829921 1.605050  0.025
C 3.198743 -1.461176 1.451351  0.011
C 3.617341 -2.389224 2.395682  0.000
C 2.815227 -2.682796 3.488113  0.008
C 1.585421 -2.053238 3.644887  -0.001
C 1.158807 -1.133856 2.702296  0.010
H -1.192569 2.563904 1.586092  0.001
H -1.054175 3.453737 0.229902  0.002
H 0.281974 5.102110 1.528032  0.000
H 2.563138 5.639536 2.289997  0.000
H 4.288833 3.869748 2.405170  0.000
H 3.746461 1.578311 1.675884  0.000
H 1.938023 -1.804652 -1.246025  0.000
H 2.992246 -1.978765 -3.467369  -0.001
H 3.891475 0.039510 -4.572575  0.001
H 3.761930 2.232746 -3.443447  -0.001
H 2.733382 2.423295 -1.218954  0.001
H 3.834090 -1.231115 0.605163  0.000
H 4.575425 -2.877392 2.279590  0.000
H 3.150153 -3.401612 4.223905  0.000
H 0.967272 -2.276615 4.504671  0.000
H 0.200154 -0.636497 2.821870  0.002
C -2.830411 -0.750612 4.130987  0.004
N -2.427006 -1.662905 3.060536  0.016
C -2.073382 -2.988714 3.226786  0.007
C -1.790417 -3.482318 2.007217  0.008
N -1.974192 -2.447583 1.098917  0.013
C -2.361604 -1.335070 1.763026  0.027
S -2.757644 0.214879 1.127836  0.202
C -1.885613 -2.628831 -0.315396  0.009
C -2.506567 -3.728834 -0.875692  0.004
C -2.339376 -3.949308 -2.234322  0.001
C -1.562468 -3.066303 -2.964504  0.003
C -1.003453 -1.981893 -2.313939  0.011
N -1.159839 -1.753314 -1.003983  0.087
H -2.818371 -1.303013 5.065435  0.000
H -3.833954 -0.379677 3.938838  0.002
H -2.134634 0.084086 4.183500  0.001
H -2.053015 -3.455042 4.195684  0.000
H -1.458004 -4.456659 1.697456  0.000
H -3.111693 -4.384697 -0.265856  0.001
H -2.812502 -4.797393 -2.710234  0.000
H -1.390936 -3.201312 -4.022694  0.000
H -0.391284 -1.269881 -2.852857  0.002
C -3.424568 2.523445 -1.904827  0.007
C -2.605368 1.533974 -2.726352  0.077
C -2.743095 1.836876 -4.228882  0.046
C -1.148171 1.571440 -2.358386  0.513
H -4.473134 2.502903 -2.199747  0.000
H -3.061689 3.542683 -2.061864  0.000
H -3.385469 2.306414 -0.834269  0.002
H -2.995652 0.521249 -2.560220  0.011
H -2.370596 2.837655 -4.453651  0.001
H -3.791465 1.792480 -4.525296  0.007
H -2.187686 1.123396 -4.838340  0.001
H -0.712362 2.556695 -2.194418  0.033
H -0.473414 0.923518 -2.922702  0.040

Atoms 1-3, force components in eV/Å:
0.094 0.278 -0.224
0.009 -0.079 0.066
-0.089 0.004 -0.013

Calculated values
- Calculated total energy: -61777.025 eV
- 2S+1: 5
- LUMO (spin up / spin down): -5.259 / -7.265 eV
- ΔE to the lowest compared entry with this formula, charge and spin: 0.0 kJ/mol
- Kohn-Sham gap (spin up / spin down): 0.2951 / 0.2586 Eh
- <S²>: 6.01
- Charge: +2

---

No. 4
Entry from OMol25: a 2-piece molecular cluster, C10H16O overall in a non-equilibrium geometry (the ωB97M-V functional and the def2-TZVPD basis).

Each line ends with the Löwdin spin population.
Positions of all 27 atoms, in Å:
C -0.682998 -0.996151 -1.703042  0.048
C -0.125107 -1.278110 -3.129349  0.020
C -0.262371 0.340786 -1.211596  0.258
C 0.206459 0.395804 0.161399  0.059
C -0.259002 1.519781 -1.985753  0.049
C 0.612497 1.587408 0.656492  0.076
C 0.164373 2.706481 -1.486054  0.097
C 0.720592 2.725803 -0.174795  0.196
O 1.164763 3.875715 0.249291  0.167
H -1.782364 -0.996042 -1.764741  0.023
H -0.489753 -1.758778 -0.970802  0.001
H 0.739056 -0.669412 -3.373600  0.000
H 0.143654 -0.480760 0.791391  0.000
H -0.505342 1.430750 -3.038727  -0.001
H 0.838808 1.681376 1.714270  0.001
H 0.300720 3.596029 -2.081971  0.002
H 1.772450 3.767962 1.006066  0.002
H -0.931209 -1.079745 -3.828360  0.000
H 0.029117 -2.346031 -3.269609  0.003
C -0.884144 -1.887591 2.600621  0.000
C 0.446653 -1.556938 3.288930  0.000
H -1.412181 -2.739320 3.028231  0.000
H -1.542961 -1.039012 2.494958  0.000
H -0.690751 -2.247301 1.588844  0.000
H 0.488728 -2.091541 4.236362  0.000
H 0.634219 -0.494912 3.438794  0.000
H 1.306094 -1.966251 2.762751  0.000

Atoms 1-3, force components in eV/Å:
-0.330 0.636 -0.973
-1.136 -0.382 0.263
0.493 -0.917 1.643

Calculated values
- Calculated total energy: -12668.657 eV
- 2S+1: 2
- LUMO (spin up / spin down): -3.684 / -7.331 eV
- ΔE to the lowest compared entry with this formula, charge and spin: 50.4 kJ/mol
- Kohn-Sham gap (spin up / spin down): 0.3721 / 0.2650 Eh
- <S²>: 0.77
- Charge: +1

---

No. 5
Entry from OMol25: C11H10BCl2F4FeN2O4 as an isolated structure (the ωB97M-V functional and the def2-TZVPD basis).

Each line ends with the Löwdin spin population.
Positions of all 35 atoms, in Å:
Fe 0.058955 -0.064991 -0.266360  3.723
O 3.589746 1.751646 -0.869532  0.014
C 2.416618 1.470819 -0.704178  0.010
O 1.869153 0.312873 -0.839074  0.070
C 1.456339 2.568338 -0.260266  0.001
C 1.846389 3.895663 -0.183478  0.001
C 0.920535 4.827763 0.251241  -0.003
C -0.352182 4.396588 0.604601  0.001
C -0.650668 3.049277 0.503373  0.002
N 0.234616 2.157529 0.070268  0.032
H 2.860652 4.148390 -0.455970  0.000
H 1.185861 5.874769 0.325379  0.000
H -1.104459 5.087034 0.959893  0.000
H -1.622009 2.658902 0.785533  0.000
Cl 0.319895 1.402315 4.461753  0.001
C -0.070256 -0.041839 3.506084  0.003
Cl 1.068649 -0.260459 2.163192  0.024
H -1.073617 0.066041 3.100131  0.000
H 0.026187 -0.913434 4.142293  0.000
O -1.623528 -0.117113 -1.680234  0.035
C -2.439272 -0.136370 -0.745808  0.005
C -3.924059 -0.383554 -0.871506  0.001
C -4.391891 -0.272139 0.574856  0.002
C -3.109497 0.012712 1.362606  0.005
O -3.088828 0.194334 2.565885  0.002
N -2.029203 0.058454 0.522221  0.028
H -4.074725 -1.368287 -1.313497  0.000
H -4.363437 0.351804 -1.546189  0.000
H -4.840570 -1.184769 0.965275  0.000
H -5.097272 0.540962 0.748935  0.000
F -0.127206 -2.075820 -0.219611  0.035
B -0.424007 -3.390463 0.410362  0.003
F -1.142969 -3.104039 1.563965  0.000
F 0.783841 -3.991384 0.687310  0.001
F -1.175883 -4.107250 -0.500452  0.001

Atoms 1-3, force components in eV/Å:
-0.485 0.354 0.327
0.013 0.102 -0.097
0.026 -0.248 0.025

Calculated values
- Calculated total energy: -93730.416 eV
- 2S+1: 5
- LUMO (spin up / spin down): 2.594 / 2.591 eV
- ΔE to the lowest compared entry with this formula, charge and spin: 11.5 kJ/mol
- Kohn-Sham gap (spin up / spin down): 0.3355 / 0.3046 Eh
- <S²>: 6.01
- Charge: -1

---

Q: Which value of charge does entry 5 give?
A: -1